[1]
Molecular formula: C3H4MgO4Rb
Method: DFT, the ωB97M-V functional and the def2-TZVPD basis

charge	0
spin multiplicity	2
orbital gap (alpha / beta)	3.151 / 6.013	eV
highest occupied orbital energy (alpha / beta)	-4.713 / -7.617	eV
<S²>	0.751

The geometry in XYZ format:
```
13
Properties=species:S:1:pos:R:3:forces:R:3
O 1.907738 -0.583487 -0.603041 0.1 1.0 0.4
O 0.371692 1.149918 0.928063 0.1 0.7 0.0
C -0.938886 1.368652 0.520754 0.2 0.1 0.2
C -1.386413 0.177287 -0.332775 -0.1 -0.5 0.2
O -0.242613 -0.263994 -1.072440 -0.7 0.7 0.1
C 0.681227 -0.915886 -0.322271 1.7 -3.1 -1.0
H -1.630575 1.448825 1.381816 0.1 0.0 -0.1
H -1.071897 2.296644 -0.069153 0.1 -0.1 0.1
H -2.175861 0.437829 -1.048173 0.2 -0.1 0.1
H -1.716377 -0.648448 0.314115 0.0 0.1 -0.2
O 0.427096 -2.006746 0.232399 -0.4 1.3 0.2
Mg 2.017235 1.422837 -0.102963 -0.7 -0.9 0.2
Rb 3.757638 -3.883437 0.173666 -0.7 0.7 -0.1
```
Forces are in eV/Å.

***

[2]
Molecular formula: C28H52F3N5O22S2
Method: DFT, the ωB97M-V functional and the def2-TZVPD basis

charge	0
spin multiplicity	1
orbital gap	9.081	eV
SMILES	O=C1OC[C@@H](F)O1.O=C1OC[C@@H](F)O1.O=C1OC[C@@H](F)O1.O=S1(=O)OCCO1.O=S1(=O)OCCO1.CNC(C)=O.CNC(C)=O.CNC(C)=O.CNC(C)=O.CNC(C)=O
highest occupied orbital energy	-8.994	eV
energy relative to the best compared isomer or geometry (same formula, charge and spin)	15.9	kcal per mole

The geometry in XYZ format:
```
112
Properties=species:S:1:pos:R:3:forces:R:3
C -3.847573 -2.869727 3.105975 1.7 1.1 0.0
C -4.889169 -3.650757 3.832506 -0.1 -0.2 -1.7
O -5.361757 -4.641604 3.278603 0.0 0.0 0.8
N -5.258442 -3.207890 5.035589 -1.4 -0.1 1.3
C -6.235496 -3.941143 5.835105 -0.1 -0.9 -0.4
H -4.103058 -1.873142 2.736705 -0.7 -0.2 0.0
H -3.415380 -3.420024 2.275607 -0.4 -0.3 -0.1
H -2.988685 -2.606290 3.736035 -0.2 -0.3 0.3
H -5.077874 -2.282158 5.389851 0.6 0.1 -0.6
H -6.993464 -4.483418 5.265734 0.2 0.4 -0.6
H -6.792564 -3.283052 6.494960 0.4 0.1 0.3
H -5.721913 -4.762872 6.338684 0.0 0.3 0.6
C 0.807385 5.199835 5.112946 1.1 -0.1 0.9
C 1.125843 4.144836 4.099662 -0.4 0.7 -1.6
O 0.257985 3.777184 3.303452 0.1 -0.7 0.4
N 2.414291 3.773782 3.993178 1.1 0.1 0.1
C 2.963954 2.894085 2.960842 -2.1 -0.2 -0.1
H 0.205502 5.999850 4.697958 -0.3 -0.2 -0.1
H 1.748770 5.634758 5.460377 -0.1 0.1 0.1
H 0.360553 4.726489 5.988329 -0.3 0.2 -0.1
H 3.114556 4.271356 4.514135 -0.3 0.1 0.3
H 3.956992 2.557318 3.220255 0.0 -0.1 0.0
H 2.884609 3.321681 1.957274 0.5 0.4 0.1
H 2.226234 2.089195 2.905340 0.6 -0.5 0.0
C -1.995639 2.093727 -4.467319 -0.5 -0.8 0.3
C -2.247569 1.269182 -3.213109 -0.5 0.4 -0.1
O -1.828107 1.681207 -2.137218 0.0 -0.1 0.5
N -2.952842 0.120924 -3.313875 0.3 0.5 -0.8
C -3.153768 -0.606561 -4.576100 0.2 -0.2 1.2
H -2.000185 3.130689 -4.148749 0.6 0.0 -0.1
H -2.773552 1.989211 -5.223005 0.0 -0.2 0.0
H -1.052848 1.715078 -4.866607 0.2 0.6 -0.2
H -3.148302 -0.370812 -2.458038 0.1 0.0 0.1
H -4.146452 -0.445109 -4.989631 0.0 -0.1 -0.1
H -3.007700 -1.635435 -4.248327 -0.3 -0.3 -0.7
H -2.373037 -0.354834 -5.288002 -0.1 0.0 -0.1
C 1.961172 -5.200001 -4.523554 -0.3 0.2 -0.4
C 0.795953 -4.331963 -4.109061 -0.1 -0.8 0.7
O -0.313173 -4.795300 -3.873066 0.2 0.0 -0.4
N 1.024834 -3.014205 -4.035517 0.1 1.2 0.3
C -0.046451 -2.047864 -3.872540 -0.1 0.3 -0.1
H 1.829409 -6.241953 -4.250989 -0.2 0.1 0.2
H 2.916819 -4.832143 -4.154867 0.0 0.1 -0.1
H 1.921808 -5.152167 -5.615755 0.4 -0.1 0.0
H 1.950015 -2.625423 -4.000360 0.2 -0.4 -0.3
H 0.355708 -1.086075 -3.553947 0.2 -0.1 0.0
H -0.787886 -2.360255 -3.138582 0.0 -0.2 -0.1
H -0.525590 -1.876056 -4.837063 -0.2 -0.1 0.1
C -4.414712 -4.370875 -0.667679 0.5 -0.3 1.3
C -3.575808 -4.596315 -1.905725 -0.2 0.7 -0.7
O -4.103340 -4.604300 -3.012460 0.0 0.0 0.1
N -2.228625 -4.733635 -1.797713 0.5 0.4 0.6
C -1.419224 -4.714197 -0.582387 -0.9 0.1 -0.1
H -4.384435 -3.385628 -0.189772 0.3 0.3 -0.7
H -4.037311 -4.969499 0.169056 -0.3 -0.4 -0.2
H -5.467487 -4.569569 -0.834694 0.1 -0.3 -0.3
H -1.661887 -4.766529 -2.644678 -0.6 -0.2 -0.1
H -1.257638 -5.737909 -0.242864 0.4 0.1 0.2
H -1.916169 -4.153656 0.212454 0.0 -0.1 0.0
H -0.487079 -4.187460 -0.788099 0.2 -0.3 0.0
C -1.738030 1.221645 3.943521 -1.2 0.6 0.3
C -2.699640 2.450615 3.911887 2.4 -2.2 -0.4
O -3.668047 2.021563 4.801774 -0.9 1.4 0.2
C -3.763380 0.681841 4.774260 -0.3 -1.0 0.3
O -4.647196 0.058252 5.282840 0.4 0.2 -0.3
O -2.710137 0.166586 4.132833 0.5 -0.2 0.0
F -3.208019 2.510415 2.639334 -0.3 0.7 0.2
H -1.119583 1.289379 4.839523 0.2 -0.1 -0.2
H -1.166573 1.062991 3.041899 0.0 0.0 0.0
H -2.127457 3.322512 4.213166 -0.8 0.5 -0.1
C 3.681277 0.281445 -2.467120 -0.2 1.2 0.2
C 4.580354 1.411165 -3.001679 0.4 -1.1 -1.2
O 3.941347 1.866600 -4.187770 -0.1 -0.2 0.6
C 2.679697 1.380079 -4.211973 0.2 0.7 0.0
O 1.858809 1.712277 -5.000503 -0.3 -0.2 -0.2
O 2.472322 0.556825 -3.181437 -0.7 -0.8 0.3
F 5.767622 0.852313 -3.420076 0.0 0.6 0.6
H 3.539685 0.385315 -1.394062 -0.4 0.0 -0.1
H 4.002010 -0.737758 -2.668801 0.4 0.2 -0.3
H 4.712784 2.277894 -2.353101 0.4 -0.3 0.1
C -0.476549 -0.871582 -0.505722 -0.4 0.4 -0.4
C -0.932208 -0.337209 0.837882 -0.3 -1.3 0.2
O 0.272985 -0.017862 1.485210 -1.0 1.0 0.5
C 1.332380 -0.412871 0.769654 1.1 0.3 -1.1
O 2.471162 -0.212018 1.051540 -0.6 -0.2 0.2
O 0.939116 -0.956597 -0.402417 0.0 -0.4 0.2
F -1.517484 -1.322189 1.615138 0.1 -0.1 -0.2
H -0.725276 -0.141436 -1.279319 0.0 -0.1 0.0
H -0.931513 -1.836645 -0.726351 0.2 -0.1 0.1
H -1.721700 0.412783 0.749308 0.7 0.6 0.3
C 0.708692 2.784240 -1.401900 0.5 -0.2 0.4
C 0.178919 3.845730 -0.456816 -0.8 0.4 0.0
O 1.129341 4.918629 -0.515126 1.8 0.6 -0.6
S 2.516024 4.536498 -1.358553 -1.8 -0.6 0.7
O 3.714220 4.715510 -0.583009 -1.2 -0.1 -0.5
O 2.429896 5.094562 -2.676656 0.1 -0.4 1.0
O 2.131202 2.971595 -1.336555 1.5 0.7 -0.5
H 0.372663 2.904358 -2.426804 -0.1 -0.2 0.0
H 0.616455 1.773603 -1.019659 -0.5 0.0 -0.3
H 0.020529 3.552068 0.583150 0.6 -0.2 0.0
H -0.787867 4.239472 -0.772020 0.1 0.0 -0.3
C 6.509431 3.020031 0.112194 1.0 -0.8 0.6
C 7.333818 2.461722 1.270492 -0.2 0.3 0.3
O 7.145984 1.061112 1.135866 -0.2 -1.1 -0.4
S 5.600179 0.735850 0.823530 0.4 -0.1 1.0
O 4.884673 0.573371 2.055570 0.7 0.8 -0.9
O 5.516757 -0.335073 -0.120261 0.3 1.1 0.0
O 5.329040 2.202859 0.169633 -0.9 -0.6 0.0
H 7.053297 2.788307 -0.804988 -0.2 0.2 -0.2
H 6.310982 4.082897 0.196701 -0.6 -0.1 0.0
H 6.958273 2.722191 2.263859 0.0 0.4 -0.1
H 8.398535 2.671558 1.212653 0.0 0.0 -0.1
```
Forces are in eV/Å.

***

[3]
Molecular formula: C19H24N2O8S
Method: DFT, the ωB97M-V functional and the def2-TZVPD basis

charge	0
spin multiplicity	1
orbital gap	9.447	eV
SMILES	CCOC(=O)Cn1c(=O)oc2cc(S(=O)(=O)N3CCC[C@H](C(=O)OCC)C3)ccc21
highest occupied orbital energy	-8.879	eV
energy relative to the best compared isomer or geometry (same formula, charge and spin)	0.0	kcal per mole

The geometry in XYZ format:
```
54
Properties=species:S:1:pos:R:3:forces:R:3
C -2.633530 2.607877 1.290143 0.3 0.0 0.3
C -2.099554 2.890820 2.685321 -0.6 0.3 -0.1
H -2.489180 2.175577 3.411363 0.1 0.1 -0.1
H -2.346100 3.911898 2.993966 0.0 -0.2 0.0
O -0.678786 2.724356 2.738598 0.1 -0.3 0.1
C 0.071289 3.723018 2.300643 0.4 0.1 -0.1
O -0.330089 4.770155 1.871824 0.0 0.1 0.0
C 1.557299 3.378523 2.434116 -0.2 0.1 0.1
N 1.791236 1.965185 2.400889 0.2 -0.3 0.1
C 1.632602 1.115362 1.331528 0.1 -0.7 -0.1
C 1.332616 1.327721 -0.002855 0.1 0.0 0.2
C 1.304557 0.211564 -0.825017 0.0 0.0 -0.1
C 1.556659 -1.050927 -0.317259 -0.1 -0.4 -0.4
C 1.844212 -1.283945 1.018528 0.1 0.1 0.5
C 1.878636 -0.173625 1.831867 -0.3 0.4 -1.0
O 2.149970 -0.091630 3.165461 0.1 -0.4 0.2
C 2.087908 1.217585 3.527951 0.0 0.9 0.2
O 2.281572 1.643175 4.628179 0.0 -0.2 0.1
H 2.036864 -2.283414 1.369923 0.0 -0.1 0.1
S 1.546001 -2.428261 -1.459315 -0.2 0.4 0.0
O 2.386170 -2.114849 -2.576585 -0.1 0.2 -0.2
O 1.799901 -3.641286 -0.734142 -0.2 0.1 0.2
N -0.039229 -2.366639 -2.002556 0.8 0.2 0.3
C -0.990315 -2.812139 -1.011811 -0.4 0.0 0.6
H -0.974490 -3.906828 -0.914181 0.0 0.1 0.0
C -2.388294 -2.334205 -1.421628 0.2 -0.1 -0.1
C -2.428185 -0.818300 -1.288403 0.1 -0.3 0.4
O -1.955151 -0.226313 -0.349614 0.0 0.0 0.0
O -3.071694 -0.228223 -2.288484 -0.2 -0.1 -0.3
C -3.182086 1.198314 -2.259075 0.1 0.5 0.2
C -1.870291 1.876322 -2.625300 -0.2 -0.3 0.1
H -1.112548 1.636709 -1.883929 0.1 0.0 0.0
H -2.014859 2.952568 -2.650843 0.0 0.1 0.0
H -1.530997 1.541722 -3.602730 0.0 0.0 -0.1
H -3.962773 1.427788 -2.986899 0.1 0.0 0.1
H -3.501562 1.509486 -1.259922 0.0 -0.1 -0.1
H -3.113947 -2.720823 -0.696572 0.1 0.1 0.0
C -2.730274 -2.848265 -2.821701 0.0 0.2 0.0
C -1.635490 -2.473722 -3.819539 0.1 -0.2 0.2
C -0.278484 -2.947214 -3.308660 0.2 0.0 -0.7
H -0.258072 -4.046106 -3.253039 0.0 0.0 0.0
H 0.534080 -2.615591 -3.955409 -0.1 -0.1 -0.1
H -1.839765 -2.931046 -4.788146 0.0 0.0 0.0
H -1.612698 -1.392088 -3.946408 0.0 0.0 -0.1
H -2.817171 -3.936086 -2.773938 0.0 0.0 0.0
H -3.688633 -2.442283 -3.145695 0.0 -0.1 0.0
H -0.706784 -2.369022 -0.055527 -0.2 -0.1 0.0
H 1.101060 0.300130 -1.879534 -0.1 0.1 -0.1
H 1.136692 2.317127 -0.383721 0.0 0.1 -0.1
H 2.115109 3.888879 1.644209 -0.1 0.0 0.1
H 1.902613 3.740066 3.409432 0.0 0.0 -0.2
H -2.268402 3.359440 0.593816 0.0 0.1 -0.1
H -2.308604 1.623920 0.959039 -0.1 0.0 -0.1
H -3.719438 2.643897 1.308676 -0.1 0.0 0.0
```
Forces are in eV/Å.

***

[4]
Molecular formula: C18H44O12S6
Method: DFT, the ωB97M-V functional and the def2-TZVPD basis

charge	0
spin multiplicity	1
orbital gap	9.086	eV
highest occupied orbital energy	-8.490	eV
energy relative to the best compared isomer or geometry (same formula, charge and spin)	196.0	kcal per mole

The geometry in XYZ format:
```
80
Properties=species:S:1:pos:R:3:forces:R:3
O 3.235159 1.248586 2.597926 0.4 -0.3 -9.2
C 3.207428 1.180954 1.250338 -0.4 0.5 5.9
O 4.096722 2.011822 0.374243 -3.6 -1.1 1.5
C 2.102688 0.155048 0.537560 0.7 1.0 -1.6
O 0.978088 -0.099963 1.481045 -2.8 -1.2 -2.8
C -0.133697 -0.747436 0.725100 0.9 -3.9 -4.8
O 0.110917 -1.563150 -0.332508 -1.2 5.5 6.9
O -1.574552 -0.548695 1.079326 4.5 0.3 -1.3
C -2.107130 0.404334 0.093699 -1.6 3.6 1.0
C -2.689036 1.718316 1.150816 2.6 1.4 -0.8
C -1.426688 2.743038 1.760218 -4.5 -3.8 -2.3
O -2.501987 3.166280 0.591735 1.4 -3.8 4.1
H 3.507708 2.654260 -0.159274 1.0 -1.6 1.2
H 1.657107 0.730429 -0.396261 1.0 -1.1 1.9
H 2.591426 -0.835693 0.131421 -0.8 2.2 1.1
H -3.051781 0.026901 -0.488213 2.2 0.3 1.3
H -1.289704 0.909233 -0.574749 -1.5 -1.1 1.3
H -3.652147 1.464970 1.914242 2.7 1.0 -2.5
H -1.868489 2.686709 2.833599 1.5 1.4 -1.8
H -0.382522 2.417852 1.367822 -2.1 1.1 0.9
C -0.545260 6.309634 0.606207 0.1 -0.1 0.1
S -0.163291 5.283939 -0.834181 0.0 -0.2 0.2
O 0.417515 3.996338 -0.329645 0.2 0.5 -0.2
C 1.208133 6.303779 -1.427232 0.2 0.0 0.0
H -1.361243 5.840233 1.160798 0.1 -0.1 -0.2
H 0.332761 6.388816 1.251862 0.0 0.0 -0.1
H -0.858096 7.302378 0.274655 0.0 -0.1 -0.1
H 1.976177 6.383226 -0.654142 -0.1 0.0 0.0
H 0.836847 7.296883 -1.690899 0.0 -0.1 0.0
H 1.634992 5.830451 -2.314604 -0.2 0.0 0.1
C 4.212371 -4.437518 0.984219 -0.1 0.4 0.0
S 3.957533 -2.678915 1.323390 0.4 -0.3 0.2
O 4.807463 -1.905880 0.359105 -0.3 -0.2 0.3
C 4.806574 -2.675165 2.920795 0.1 0.2 0.1
H 3.790495 -4.667079 0.002862 0.1 0.2 0.4
H 5.280846 -4.666464 0.981505 -0.2 0.1 0.0
H 3.702756 -5.033456 1.744800 0.0 0.1 -0.1
H 5.837737 -3.014508 2.796612 -0.1 0.0 -0.1
H 4.277184 -3.330034 3.616870 0.0 0.0 -0.1
H 4.805575 -1.655303 3.312661 -0.1 -0.1 -0.1
C -4.148514 -3.270066 0.184935 0.0 0.1 0.2
S -4.987655 -2.080240 -0.888760 0.1 -0.3 0.0
O -4.781751 -0.716766 -0.298549 -0.5 -0.4 0.1
C -6.666740 -2.606684 -0.469095 -0.1 0.1 0.2
H -3.071218 -3.101736 0.115386 -0.1 0.1 -0.1
H -4.470550 -3.131274 1.219871 0.0 0.0 -0.1
H -4.377536 -4.285482 -0.146446 0.0 0.1 -0.1
H -6.830860 -2.509396 0.606764 0.1 0.0 -0.1
H -6.811804 -3.644377 -0.778574 0.1 0.1 0.0
H -7.374837 -1.968304 -1.002712 0.2 0.0 0.0
C 2.402717 7.010564 5.780354 0.0 0.1 0.1
S 1.989631 6.246237 4.193587 -0.1 0.2 -0.1
O 1.686824 7.351525 3.225881 0.0 -0.4 0.4
C 0.410503 5.547081 4.732216 -0.1 0.0 0.0
H 3.348732 7.546417 5.672394 -0.1 -0.1 -0.1
H 1.619110 7.714419 6.071231 0.0 -0.1 -0.1
H 2.511898 6.234793 6.541665 0.0 0.0 -0.1
H -0.248147 6.342678 5.088696 0.1 0.0 -0.1
H 0.586084 4.820114 5.528657 0.1 0.0 -0.1
H -0.055725 5.044943 3.881235 0.2 0.1 0.0
C -4.971716 0.513927 -5.073154 0.1 0.1 0.0
S -5.876454 -0.982071 -4.608284 0.4 -0.2 0.1
O -4.905487 -1.904915 -3.933459 -0.5 0.5 -0.6
C -6.115301 -1.584406 -6.297287 0.0 -0.1 -0.1
H -4.680910 1.041740 -4.161790 -0.1 -0.2 -0.1
H -4.075580 0.247886 -5.639037 -0.1 -0.1 0.1
H -5.617152 1.158941 -5.673740 0.0 -0.1 0.1
H -5.147510 -1.718943 -6.786318 0.0 0.0 0.1
H -6.722564 -0.869305 -6.857187 0.0 0.0 0.1
H -6.635698 -2.544082 -6.253830 0.1 0.1 0.1
C 5.538162 -8.427826 -2.335364 0.0 -0.1 0.1
S 4.883869 -6.763096 -2.064733 -0.1 -0.1 0.3
O 4.646789 -6.605632 -0.592046 0.1 -0.6 -0.9
C 3.280052 -7.067259 -2.844376 -0.1 0.0 0.1
H 6.534183 -8.486602 -1.890139 -0.2 0.1 0.0
H 4.886303 -9.166783 -1.863045 0.0 0.1 0.0
H 5.610010 -8.621781 -3.408002 0.0 0.1 0.1
H 2.769809 -7.891411 -2.340097 0.1 0.1 0.0
H 3.427184 -7.306739 -3.900136 0.1 0.1 0.1
H 2.675266 -6.161243 -2.760433 0.2 -0.1 0.0
```
Forces are in eV/Å.